C35H61AgN4O8P2Se | ωB97M-V/def2-TZVPD

Structure (XYZ):
```
112
Properties=species:S:1:pos:R:3:mulliken_charge:R:1
Ag -1.067 -1.791 0.160 2.78
Se 1.197 -1.389 1.630 -0.16
P -2.377 -4.628 1.376 0.61
P -1.892 -4.337 -1.917 0.19
O -1.785 -0.286 1.900 -0.59
O -2.210 -5.392 -2.945 -0.92
O -2.346 -2.923 -2.047 -0.24
O -0.981 -4.128 1.526 -0.80
O -3.460 -3.458 1.668 -0.64
O -0.326 -4.467 -1.591 -0.66
O -2.833 -5.893 2.054 -0.91
O 0.848 -2.061 -1.353 -0.82
N -2.072 -6.478 -0.441 -0.33
N -1.706 0.003 -1.353 0.25
N -3.953 -0.306 -1.863 0.37
N -2.526 0.531 -3.517 0.27
C 2.641 -0.763 -2.268 -0.03
C -2.989 3.528 3.656 -2.51
C 3.188 3.272 3.919 -1.70
C -4.183 -5.252 -0.660 -1.87
C -3.740 1.186 3.462 -1.57
C -0.912 0.466 2.461 0.68
C -1.175 0.618 -4.016 -1.31
C 0.490 0.161 2.528 -0.81
C -0.362 2.446 3.803 -0.04
C 4.056 -1.982 -3.928 -1.89
C 3.777 3.353 -0.250 -1.48
C -2.987 2.464 1.426 -1.35
C -3.360 1.646 -3.913 -1.27
C 2.417 -0.290 -4.740 -1.52
C 1.985 2.866 4.782 2.46
C 2.065 -0.602 0.084 0.27
C -2.662 0.067 -2.194 0.06
C 3.707 0.929 -0.825 -0.14
C -4.692 -1.118 -2.828 -1.13
C 3.536 0.284 -2.043 -0.45
C -4.163 -0.771 -0.501 -0.02
C 0.976 2.081 3.945 -1.01
C 1.799 -1.207 -1.199 -0.14
C -1.294 1.707 3.091 -0.77
C 2.662 -1.380 -3.682 2.51
C 1.645 -2.498 -3.937 -1.78
C 2.486 1.995 5.945 -1.84
C -2.731 2.210 2.921 2.72
C 1.379 4.141 5.369 -2.34
C 5.431 2.465 -1.878 -2.31
C 2.966 0.425 0.246 0.12
C 5.623 1.859 0.516 -1.64
C 1.368 0.924 3.281 -0.19
C 4.627 2.130 -0.621 2.27
C -2.689 -5.089 -0.409 0.81
H -3.432 1.681 -5.003 0.34
H -2.237 -6.838 -1.390 0.34
H 0.616 -2.181 -3.788 -0.04
H 3.692 2.399 3.501 0.26
H 5.108 1.650 1.454 0.16
H 1.800 -3.349 -3.277 0.38
H 1.017 4.806 4.583 0.38
H -2.338 4.330 3.300 0.44
H -4.331 -2.150 -2.807 0.13
H 4.107 -2.422 -4.929 0.46
H -2.851 3.426 4.736 0.42
H 1.651 1.708 6.589 0.39
H 4.777 2.723 -2.713 0.34
H -3.585 1.037 4.535 0.34
H 3.178 0.492 -4.708 0.30
H -4.577 -0.725 -3.834 0.41
H -2.457 -6.987 0.366 0.42
H -2.947 2.607 -3.567 0.35
H -3.571 -0.193 0.202 -0.38
H 3.087 3.592 -1.062 0.36
H -5.225 -0.666 -0.261 0.33
H 3.920 3.831 4.512 0.51
H 3.225 2.534 6.548 0.45
H -2.390 3.316 1.088 0.31
H 4.258 -2.768 -3.197 0.38
H 4.409 4.227 -0.058 0.44
H 0.140 -3.606 -1.428 0.61
H 2.392 0.574 3.364 0.59
H 1.448 0.184 -4.584 0.06
H 2.947 1.080 5.573 0.30
H -3.619 0.230 2.960 0.08
H -0.854 0.435 -1.690 -0.13
H -3.878 -1.824 -0.404 -0.18
H 2.427 -0.731 -5.742 0.52
H 0.544 3.917 6.037 0.42
H 2.864 3.898 3.086 0.31
H 4.845 -1.232 -3.841 0.29
H -4.044 2.691 1.246 0.38
H -1.062 -6.369 -0.309 0.30
H -3.031 -2.600 1.820 0.31
H 6.272 2.726 0.674 0.46
H -4.357 1.539 -3.495 0.44
H -4.639 -4.263 -0.686 0.23
H -1.202 0.730 -5.102 0.38
H 1.767 -2.835 -4.974 0.48
H 6.245 0.994 0.278 0.35
H -5.751 -1.086 -2.557 0.37
H -0.615 1.471 -3.599 0.38
H -4.649 -5.823 0.147 0.46
H 4.142 0.607 -2.882 0.12
H -4.024 3.834 3.477 0.45
H 2.139 4.675 5.946 0.45
H -0.694 3.358 4.278 0.48
H -2.706 1.598 0.832 -0.01
H 3.087 0.850 1.236 -0.38
H -0.638 -0.299 -3.777 0.22
H 6.061 1.627 -2.184 0.38
H 6.079 3.324 -1.679 0.47
H -4.761 1.552 3.311 0.48
H -4.359 -5.735 -1.623 0.41
H 3.180 3.157 0.641 0.12
```

Properties
* Kohn-Sham gap: 6.0 eV
* E_HOMO: -1.896 eV
* total charge: -2
* calculated total energy: -5422.661821 hartree
* ΔE to the lowest compared entry with this formula, charge and spin: 0.0 kcal/mol


C35H61BCl22N2O7 | ωB97M-V/def2-TZVPD

Structure (XYZ):
```
128
Properties=species:S:1:pos:R:3:mulliken_charge:R:1
Cl 13.166 -1.754 3.566 -0.13
Cl -9.019 -2.175 -1.676 -0.18
Cl 9.703 1.167 -1.459 -0.15
Cl -9.056 -0.916 0.960 -0.15
Cl -0.916 -2.916 -0.806 -0.13
Cl -7.347 -6.509 -0.403 -0.13
Cl -0.024 3.314 2.575 -0.07
Cl 8.950 -2.021 1.205 -0.12
Cl 0.277 3.308 5.481 -0.21
Cl -1.625 -3.003 -8.910 -0.19
Cl -0.005 -0.083 4.570 -0.09
Cl 10.766 -6.153 2.171 -0.17
Cl -3.750 -2.387 -0.415 -0.01
Cl 0.125 7.331 5.824 -0.15
Cl 0.208 -1.361 1.957 -0.06
Cl 0.999 -1.724 -8.990 -0.19
Cl 10.182 -6.278 -0.686 -0.17
Cl 10.763 -1.527 -1.100 -0.09
Cl 2.988 6.892 5.451 -0.15
Cl -9.356 -5.177 1.244 -0.14
Cl 9.535 -1.896 4.060 -0.17
Cl 13.180 -0.386 6.144 -0.15
O 2.770 2.820 -0.860 -0.35
O -1.050 -1.677 -5.033 -0.49
O 4.603 1.200 0.777 -0.37
O 0.571 3.644 -3.344 -0.44
O -5.432 1.948 -1.090 -0.60
O -2.924 3.670 -1.599 -0.59
O -0.540 1.043 -4.565 -0.57
N -1.483 2.522 -3.055 0.30
N -6.575 -0.749 -1.813 -0.19
C 10.182 -0.332 -2.265 -0.32
C 2.538 1.432 -0.607 -0.26
C -2.324 -3.209 0.217 -0.17
C 3.186 0.949 0.753 -0.33
C 2.805 3.127 -2.255 -0.43
C 0.238 4.302 4.015 -0.37
C -3.483 1.411 -2.460 0.14
C -2.647 2.709 -2.262 -0.12
C -3.227 -3.083 -5.254 -0.28
C -3.487 0.540 2.451 -1.07
C -9.044 -6.479 0.086 -0.25
C -0.151 -1.598 3.673 -0.57
C 10.539 -5.221 0.686 0.19
C -3.219 -0.804 -3.721 0.42
C -4.786 1.041 -1.894 0.81
C -2.772 2.657 3.691 -0.82
C -4.532 -1.172 -3.155 -0.79
C 1.582 6.565 6.472 -0.05
C -5.863 1.369 0.165 -0.51
C 5.167 0.161 1.627 -0.20
C -4.545 2.909 1.872 -1.04
C -6.887 3.622 0.935 -1.46
C -0.160 2.799 -2.458 -0.42
C -5.946 2.403 1.335 0.78
C -5.303 -0.291 -2.273 -0.18
C -4.023 1.923 2.989 0.49
C -0.519 -1.894 -8.098 0.13
C 9.306 -0.965 2.575 0.01
C -2.707 0.527 -3.378 -0.07
C -9.312 -2.413 0.054 0.02
C -1.420 1.291 -3.795 0.05
C 13.016 -1.939 5.316 -0.19
C 5.590 -1.043 0.698 -0.43
C 1.732 4.215 -2.709 -0.49
C -3.128 -4.272 -4.183 -0.80
B -2.408 -1.794 -4.679 0.71
H -7.097 3.650 -0.172 0.32
H -4.865 1.765 3.718 0.32
H 2.683 1.531 1.567 0.19
H -0.261 3.220 -1.423 0.38
H -8.631 -3.165 0.422 -0.11
H -2.043 1.884 4.032 0.00
H 3.810 3.573 -2.520 0.34
H 4.449 -0.165 2.424 0.26
H -2.117 -2.826 1.213 -0.05
H -5.268 0.445 0.415 0.03
H 10.977 -0.113 -2.972 0.32
H -4.329 -0.193 2.279 0.25
H -4.278 -2.829 -5.538 0.34
H -0.525 -1.604 -4.216 0.22
H -0.571 5.022 4.099 0.34
H -3.309 -3.871 -3.150 0.07
H -3.859 3.018 0.991 0.12
H -0.993 -0.920 -8.021 0.25
H -10.338 -2.739 0.195 0.42
H 4.966 -1.086 -0.230 0.27
H 13.795 -2.610 5.667 0.30
H -6.878 -1.598 -2.274 0.25
H 6.058 0.616 2.132 0.21
H 9.323 -0.740 -2.789 0.25
H 0.387 1.815 -2.354 0.23
H -0.305 -2.278 -7.106 0.00
H -2.642 -3.436 -6.151 0.00
H 11.448 -4.665 0.476 0.22
H -7.856 3.640 1.502 0.31
H 1.771 6.955 7.468 0.31
H -2.799 0.074 3.207 0.36
H -3.183 3.293 4.514 0.27
H -2.514 -4.278 0.263 0.35
H -4.640 3.925 2.354 0.45
H -7.261 0.001 -1.877 0.39
H -9.662 -6.321 -0.794 0.25
H 5.468 -2.023 1.243 0.26
H -2.095 -4.716 -4.237 0.31
H 1.365 4.841 -1.846 0.28
H 10.216 -0.409 2.364 0.25
H -2.962 0.667 1.463 0.12
H -4.964 -2.168 -3.421 0.19
H -3.869 -5.062 -4.464 0.31
H 0.549 -2.323 4.081 0.45
H 2.226 4.865 -3.473 0.36
H 2.930 -0.142 0.853 0.33
H 1.187 4.824 3.918 0.36
H -6.348 4.570 1.221 0.36
H -9.295 -7.429 0.549 0.31
H 9.708 -4.534 0.826 -0.08
H 2.660 2.244 -2.929 0.29
H 12.039 -2.357 5.542 0.17
H 1.424 1.261 -0.476 0.11
H -2.332 3.315 2.895 0.22
H 1.424 5.490 6.520 0.04
H 6.680 -0.911 0.406 -0.09
H -1.168 -1.968 3.775 0.30
H 2.939 0.766 -1.423 0.26
H 8.476 -0.277 2.715 0.05
H -6.918 0.992 0.004 0.11
H -6.459 1.885 2.199 0.47
```

Properties
* Kohn-Sham gap: 8.2 eV
* E_HOMO: -8.479 eV
* calculated total energy: -12155.364631 hartree
* SMILES string: CCOCCOCCOCN1C(=O)c2c(B(O)CC)cc(N)c(OC[C@H](C)CC(C)C)c2C1=O.ClCCl.ClCCl.ClCCl.ClCCl.ClCCl.ClCCl.ClCCl.ClCCl.ClCCl.ClCCl.ClCCl


C35H61BF10N4O12S | ωB97M-V/def2-TZVPD

Structure (XYZ):
```
124
Properties=species:S:1:pos:R:3:mulliken_charge:R:1
S -3.325 -1.272 -1.514 -0.19
F 6.572 7.514 -0.422 -0.25
F 6.188 6.377 1.383 -0.26
F -3.951 5.495 3.818 -0.24
F -5.246 -4.139 0.548 -0.26
F 5.255 8.308 1.098 -0.24
F -1.015 0.848 -2.147 -0.50
F -3.252 -4.686 -0.087 -0.24
F -3.002 7.255 4.641 -0.26
F -2.726 5.328 5.594 -0.26
F -4.762 -4.183 -1.559 -0.24
O -5.599 -6.797 0.425 -0.53
O 0.456 -2.147 -0.719 0.33
O 3.295 6.785 0.079 -0.58
O 4.819 -2.724 2.226 -0.51
O -1.350 -3.272 -2.759 -0.46
O 0.605 1.393 3.636 -0.64
O -0.890 -1.295 -4.039 -0.51
O -1.637 4.906 2.617 -0.51
O 4.839 5.572 -1.011 -0.32
O 5.784 -4.348 1.031 -0.40
O -0.585 6.354 3.996 -0.33
O -4.479 -6.818 -1.535 -0.22
N 0.077 0.786 -0.144 0.85
N -0.651 -0.292 2.659 0.95
N 2.377 2.237 -3.332 -0.64
N -0.939 1.595 0.360 0.16
C 3.098 5.510 -2.719 -1.13
C -4.757 -8.224 -1.712 -0.24
C -3.970 0.377 -1.168 0.76
C -1.499 3.629 -1.042 -1.42
C -2.854 5.948 4.415 0.85
C 2.652 -3.158 -0.692 -0.21
C 2.336 -3.481 0.772 0.18
C -0.486 0.941 3.354 0.77
C -6.153 -8.448 -2.247 -1.11
C 6.571 -2.526 -0.433 -1.02
C -0.779 3.028 0.165 -0.27
C 1.262 0.329 -2.230 -1.33
C -4.965 -6.265 -0.436 0.03
C 3.369 -4.419 1.411 -0.93
C 1.410 -2.826 -1.520 -0.97
C 4.700 -3.728 1.575 0.35
C 1.024 0.322 0.848 -1.75
C -5.102 0.632 -2.168 -1.43
C -1.767 1.633 3.735 -1.07
C -0.979 -1.335 3.651 -0.64
C 0.539 -0.680 1.891 -1.16
C 0.715 6.922 2.001 -0.55
C 5.641 7.199 0.479 0.90
C -1.797 -1.457 -0.558 -0.51
C -0.508 -1.344 -1.406 -0.17
C -4.555 -4.778 -0.385 1.18
C 6.142 -3.970 -0.301 -0.04
C -1.614 5.665 3.541 0.27
C 3.780 4.772 -1.591 0.03
C -0.031 0.139 -1.445 0.31
C 1.630 1.773 -2.409 -0.35
C 4.430 6.505 -0.182 0.32
C 0.671 6.153 3.299 -0.21
C -1.555 -2.588 3.011 -0.97
C -2.110 -3.833 -3.826 -0.81
B -0.967 -1.966 -2.825 1.40
H -2.620 1.119 3.295 0.37
H 2.698 1.477 -3.935 0.21
H -5.623 1.545 -1.879 0.45
H 3.106 -4.041 -1.147 0.58
H -0.089 -1.575 4.248 0.34
H 1.136 -0.099 -3.228 1.09
H -1.743 2.661 3.381 -0.31
H 3.359 -2.325 -0.749 -0.01
H -1.708 -0.813 -4.210 0.26
H -6.905 -8.117 -1.533 0.32
H -1.531 -3.872 -4.748 0.30
H 4.262 3.872 -1.959 0.30
H -0.926 3.482 -1.960 0.19
H 0.980 -3.757 -1.902 0.21
H 6.980 -4.617 -0.559 0.35
H -6.298 -7.895 -3.175 0.30
H 1.688 6.813 1.521 0.07
H -1.715 -0.920 4.345 0.60
H -2.377 -4.848 -3.536 0.22
H 5.341 -4.214 -1.006 0.12
H -0.046 6.554 1.311 0.17
H -1.824 -2.489 -0.206 0.25
H 3.078 4.484 -0.808 0.15
H 0.314 -1.639 1.432 -0.11
H 0.289 3.246 0.121 0.24
H 2.599 6.409 -2.356 0.33
H -5.795 -0.205 -2.220 0.37
H -1.993 -3.250 3.757 0.50
H 3.053 -4.645 2.432 0.44
H 6.810 -2.338 -1.483 0.37
H 1.431 6.502 3.994 0.39
H 2.083 -0.211 -1.754 0.18
H -4.007 -8.567 -2.420 0.30
H -1.883 1.609 4.820 0.54
H 5.793 -1.821 -0.143 0.24
H 1.715 -2.218 -2.372 0.40
H 0.818 5.085 3.140 0.22
H 1.388 -0.845 2.573 0.88
H 1.340 -3.914 0.862 0.41
H -1.655 4.701 -0.914 0.49
H -2.288 -2.329 2.245 0.09
H -4.597 -8.743 -0.768 0.33
H 2.361 4.861 -3.186 0.34
H 7.458 -2.318 0.163 0.31
H -6.308 -9.508 -2.444 0.38
H -3.202 1.128 -1.328 -0.68
H -2.473 3.165 -1.200 0.26
H -1.760 -0.831 0.336 -0.28
H -1.873 1.253 0.215 0.10
H 1.420 1.197 1.371 0.76
H -3.029 -3.265 -3.979 0.29
H -1.135 3.534 1.068 0.50
H 3.485 -5.341 0.843 0.39
H 0.525 7.982 2.173 0.35
H -4.673 0.821 -3.154 0.32
H -4.360 0.404 -0.152 0.42
H -0.773 -3.163 2.509 0.10
H 1.886 -0.149 0.373 0.44
H 1.226 2.498 -1.704 0.16
H 3.827 5.812 -3.471 0.32
H 2.376 -2.564 1.362 -0.35
```

Properties
* Kohn-Sham gap: 8.3 eV
* E_HOMO: -7.956 eV
* calculated total energy: -3913.922536 hartree
* SMILES string: [H]/N=C\C[C@](F)(N(CCN(CC)C(C)=O)NCC)[C@](CSCC)(OCCCCC(=O)OCC)B(O)OC.CCOC(=O)C(F)(F)F.CCOC(=O)C(F)(F)F.CCOC(=O)C(F)(F)F


C35H61IN14SSc | ωB97M-V/def2-TZVPD

Structure (XYZ):
```
113
Properties=species:S:1:pos:R:3:mulliken_charge:R:1
I 3.501 2.058 -2.911 -0.23
Sc 0.891 0.627 -0.327 0.40
S 0.173 2.007 1.808 -0.57
N 2.562 4.111 -0.161 0.65
N -2.248 1.314 0.700 -0.85
N 4.422 3.429 1.068 0.61
N -0.435 -1.174 2.877 0.22
N 0.296 -3.337 -2.609 0.57
N 1.924 -1.855 -3.390 0.80
N -2.300 2.384 2.658 -0.19
N -2.565 -2.033 2.996 0.07
N 1.991 -0.814 1.304 2.12
N 1.084 -1.629 -1.229 0.70
N 2.862 1.834 0.345 1.26
N -1.675 -1.028 4.916 0.27
N -1.143 0.713 -3.224 0.07
N -1.588 0.830 -0.408 0.96
C 1.647 -2.240 1.058 -2.77
C -3.888 -1.417 3.068 -0.94
C 1.198 4.079 -0.659 -0.62
C -2.084 -0.032 -2.656 0.64
C 2.024 -0.558 2.765 -1.22
C -2.576 -1.096 -4.745 -0.74
C 0.728 -4.444 -3.450 -1.20
C -4.630 -0.834 -0.738 0.56
C 1.485 1.419 -2.362 -0.76
C 4.415 4.478 2.075 -1.10
C 0.774 -0.851 3.617 -1.29
C -6.688 0.405 -0.603 -0.60
C -1.070 -3.406 -2.123 -1.03
C -0.912 0.579 -4.529 -0.34
C -1.626 0.369 5.323 -0.92
C -2.442 0.330 -1.244 -1.01
C -6.008 -0.802 -0.550 -1.23
C -3.919 0.338 -0.964 0.16
C 1.595 -2.092 -4.786 -1.34
C 3.339 -1.633 -3.126 -0.84
C 3.354 -0.549 0.789 -0.77
C -1.617 -0.294 -5.340 -0.79
C 1.087 -2.249 -2.380 -0.30
C -2.426 -1.884 5.819 -1.04
C -5.984 1.579 -0.850 -0.82
C -2.307 -2.797 1.803 -0.72
C -1.499 -1.379 3.571 0.12
C 5.706 3.143 0.448 -1.20
C -4.610 1.546 -1.028 -0.12
C 0.639 -2.377 -0.053 -0.15
C 3.809 0.880 0.939 -0.99
C 3.234 3.084 0.413 -1.16
C -2.818 -0.964 -3.388 -0.43
C 3.230 5.377 -0.438 -1.20
C -1.544 1.885 1.636 0.21
H -1.754 -3.504 -2.969 0.43
H -0.130 1.213 -4.943 0.40
H -1.417 -0.340 -6.405 0.48
H -1.322 -2.496 -1.583 -0.09
H -2.627 0.712 5.610 0.34
H 0.492 -3.437 -0.254 1.07
H -3.148 -1.805 -5.335 0.46
H -1.856 2.997 3.316 0.28
H -3.941 -0.740 3.919 0.32
H 3.377 -0.838 -0.263 -0.93
H -0.304 -1.963 0.311 -0.34
H -1.386 -3.367 1.925 0.37
H -4.092 -0.833 2.165 0.13
H -3.290 2.482 2.497 0.22
H 1.832 -1.193 -5.358 0.31
H -3.468 -1.565 5.941 0.33
H 6.217 4.077 0.182 0.41
H -6.508 2.527 -0.896 0.43
H 0.555 -5.383 -2.918 0.37
H 1.791 -4.369 -3.662 0.37
H 0.580 4.798 -0.117 0.31
H -3.588 -1.553 -2.914 0.64
H 2.168 -2.922 -5.214 0.44
H 2.938 6.160 0.265 0.31
H 4.827 5.425 1.712 0.35
H 4.308 5.261 -0.422 0.36
H -0.961 0.513 6.180 0.29
H 1.329 0.645 -3.104 0.03
H 4.015 1.124 1.980 0.53
H 2.843 -1.162 3.167 0.29
H -2.211 -2.161 0.918 0.05
H 0.177 -4.484 -4.394 0.34
H 3.486 -1.313 -2.101 0.03
H -4.663 -2.179 3.180 0.34
H 2.554 -2.804 0.829 0.51
H -7.763 0.431 -0.466 0.43
H -1.957 -1.858 6.805 0.34
H 0.660 0.023 4.245 0.38
H 1.001 -1.679 4.297 0.26
H 1.203 -2.662 1.955 0.53
H -1.293 0.995 4.501 0.17
H 2.948 5.695 -1.440 0.40
H 5.017 4.160 2.929 0.35
H 6.361 2.580 1.121 0.31
H 0.751 3.119 -0.532 -0.10
H 5.565 2.572 -0.470 0.29
H 2.298 0.482 2.896 0.58
H 0.534 -2.295 -4.895 0.40
H -3.137 -3.491 1.645 0.41
H 0.904 2.279 -2.677 0.58
H -4.060 2.463 -1.203 0.48
H 1.193 4.334 -1.722 0.49
H -4.111 -1.783 -0.696 0.39
H 4.769 0.903 0.424 0.43
H 3.724 -0.854 -3.779 0.31
H 3.913 -2.553 -3.303 0.29
H 4.077 -1.168 1.330 0.72
H -2.417 -2.909 5.460 0.34
H -6.547 -1.725 -0.364 0.45
H -1.220 -4.263 -1.461 0.38
H 3.398 4.649 2.429 0.33
```

Properties
* Kohn-Sham gap: 7.8 eV
* E_HOMO: -10.071 eV
* total charge: +1
* calculated total energy: -3593.297450 hartree
* ΔE to the lowest compared entry with this formula, charge and spin: 21.8 kcal/mol